#1
This record from the OMol25 dataset describes a 2-piece molecular cluster, C2H2OS2 overall. The level of theory is wB97M-V/def2-TZVPD.

* orbital gap (spin up / spin down): 7.6 / 6.5 eV
* spin multiplicity: 1

Last column: natural (NBO) charge in e.
Atoms and positions in Å:
C  0.39  -0.76  0.25  0.2214
C  -0.90  -0.40  0.72  -0.1286
O  1.49  -0.88  0.71  -0.5068
S  -2.41  -0.09  0.90  0.3603
S  0.19  1.50  -1.19  -0.2544
H  -0.12  -1.26  -0.67  0.1909
H  1.36  1.90  -0.71  0.1172

***

#2
This record from the OMol25 dataset describes a 2-piece molecular cluster, C2H2OS2 overall. The level of theory is wB97M-V/def2-TZVPD.

* orbital gap: 8.0 eV
* spin multiplicity: 1

Last column: natural (NBO) charge in e.
Atoms and positions in Å:
C  0.35  0.71  -0.81  0.3919
C  -0.04  -0.32  0.26  -0.4996
O  1.39  1.26  -0.82  -0.4661
S  -0.66  -1.91  0.26  0.1907
S  0.96  -1.41  1.36  0.1297
H  -0.64  0.97  -1.24  0.1308
H  -1.36  0.71  1.00  0.1227

***

#3
This record from the OMol25 dataset describes a 2-piece molecular cluster, C2H2OS2 overall. The level of theory is wB97M-V/def2-TZVPD.

* orbital gap (spin up / spin down): 6.3 / 7.6 eV
* spin multiplicity: 1

Last column: natural (NBO) charge in e.
Atoms and positions in Å:
C  -0.45  1.16  -0.62  0.1658
C  0.64  1.89  -0.99  -0.1127
O  -1.41  1.31  0.08  -0.4814
S  1.93  2.61  -1.56  0.3198
S  1.13  -0.83  0.50  -0.2018
H  -0.08  0.06  -0.83  0.1863
H  1.26  -0.12  1.64  0.1239

***

#4
This record from the OMol25 dataset describes one molecule with the formula C2H2OS2. The level of theory is wB97M-V/def2-TZVPD.

* SMILES: OC(=S)C=S
* orbital gap: 7.2 eV
* spin multiplicity: 1

Last column: natural (NBO) charge in e.
Atoms and positions in Å:
O  -0.35  -1.01  1.02  -0.6467
C  0.49  -0.25  0.37  0.1350
S  2.11  -0.47  0.31  0.0318
C  -0.28  0.90  -0.35  -0.2844
S  -1.94  0.67  -0.80  0.0187
H  -1.20  -0.97  0.46  0.4938
H  0.06  1.89  -0.76  0.2519

***

Going by the computed energies, the most stable comes first: #4, #1, #2, #3.

***

#1
This record from the OMol25 dataset describes a 2-piece molecular cluster, CHF2IO overall. The level of theory is wB97M-V/def2-TZVPD.

* SMILES: O=CF.FI
* orbital gap: 8.6 eV
* spin multiplicity: 1

Last column: natural (NBO) charge in e.
Atoms and positions in Å:
O  0.24  -0.09  -1.50  -0.4803
C  0.17  0.77  -0.70  0.7431
F  0.79  2.07  -0.78  -0.3899
H  -0.43  0.89  0.15  0.1250
F  -4.10  1.24  0.83  -0.5333
I  -3.88  -0.45  -0.24  0.5354

***

#2
This record from the OMol25 dataset describes CHF2IO as an isolated structure. The level of theory is wB97M-V/def2-TZVPD.

* orbital gap: 7.2 eV
* spin multiplicity: 1

Last column: natural (NBO) charge in e.
Atoms and positions in Å:
C  -0.15  -0.09  -0.86  0.7690
O  0.89  -0.50  -0.51  -0.5716
F  -1.26  -0.69  -0.49  -0.3279
F  -0.13  1.07  1.24  -0.5522
I  1.00  -0.65  2.15  0.5476
H  -0.34  0.86  -1.54  0.1350

***

#3
This record from the OMol25 dataset describes a 2-piece molecular cluster, CHF2IO overall. The level of theory is wB97M-V/def2-TZVPD.

* SMILES: O=C(F)F.I
* orbital gap: 10.8 eV
* spin multiplicity: 1

Last column: natural (NBO) charge in e.
Atoms and positions in Å:
O  -1.66  0.35  1.60  -0.5315
C  -1.29  0.50  0.50  1.1255
F  -0.79  -0.52  -0.16  -0.3055
F  -1.35  1.56  -0.29  -0.2892
I  2.67  -0.66  -0.13  -0.0880
H  2.42  -1.23  -1.52  0.0887

***

Going by the computed energies, the most stable comes first: #3, #1, #2.

***

#1
This record from the OMol25 dataset describes one molecule with the formula C10H9N. The level of theory is wB97M-V/def2-TZVPD.

* SMILES: [H]/N=C1\C(=C)Cc2ccccc21
* orbital gap: 8.9 eV
* spin multiplicity: 1

Last column: natural (NBO) charge in e.
Atoms and positions in Å:
H  2.24  2.78  0.50  0.3864
N  1.36  2.40  0.25  -0.6678
C  0.95  1.26  0.11  0.3770
C  1.97  -0.29  0.00  -0.0249
C  3.32  -0.42  -0.15  -0.4409
C  0.87  -1.45  0.09  -0.4962
C  -0.44  -0.72  0.05  0.0382
C  -1.63  -1.36  0.09  -0.2299
C  -2.81  -0.61  0.09  -0.1765
C  -2.77  0.82  -0.01  -0.2190
C  -1.52  1.48  -0.10  -0.1439
C  -0.40  0.65  0.04  -0.1580
H  3.64  -1.43  -0.15  0.1956
H  4.04  0.37  -0.25  0.2097
H  1.07  -1.93  1.00  0.2422
H  0.82  -1.96  -0.94  0.2369
H  -1.58  -2.30  -0.33  0.2103
H  -3.85  -1.10  0.16  0.2193
H  -3.79  1.36  -0.09  0.2210
H  -1.49  2.45  -0.36  0.2206

***

#2
This record from the OMol25 dataset describes one molecule with the formula C10H9N. The level of theory is wB97M-V/def2-TZVPD.

* SMILES: Cc1ccc2ccccc2n1
* orbital gap: 8.8 eV
* spin multiplicity: 1

Last column: natural (NBO) charge in e.
Atoms and positions in Å:
C  3.30  -0.72  -0.02  -0.6589
C  1.92  -0.17  -0.04  0.2319
C  1.58  1.20  -0.13  -0.2717
C  0.34  1.58  0.01  -0.1367
C  -0.74  0.74  0.07  -0.0949
C  -2.12  1.17  0.15  -0.1813
C  -3.10  0.29  -0.06  -0.2186
C  -2.74  -1.16  -0.15  -0.1818
C  -1.41  -1.59  0.12  -0.2180
C  -0.40  -0.68  0.03  0.1624
N  0.91  -1.10  0.02  -0.4449
H  3.98  0.05  -0.61  0.2271
H  3.62  -0.57  1.09  0.2312
H  3.36  -1.88  -0.19  0.2604
H  2.35  1.98  -0.33  0.2170
H  0.06  2.55  0.11  0.1998
H  -2.31  2.26  0.21  0.2114
H  -4.06  0.57  -0.16  0.2092
H  -3.50  -1.95  -0.52  0.2231
H  -1.02  -2.56  0.39  0.2335

***

Going by the computed energies, the most stable comes first: #2, #1.

***

#1
This record from the OMol25 dataset describes a 5-piece molecular cluster, C6H20O5 overall. The level of theory is wB97M-V/def2-TZVPD.

* SMILES: CCCCCC=O.O.O.O.O
* orbital gap: 10.1 eV
* spin multiplicity: 1

Last column: natural (NBO) charge in e.
Atoms and positions in Å:
C  1.83  -0.78  0.34  -0.6415
C  0.52  -0.84  -0.58  -0.4386
C  -0.74  0.05  -0.23  -0.4258
C  -0.54  1.40  0.19  -0.3969
C  -1.71  2.38  0.01  -0.5117
C  -1.94  2.34  -1.48  0.4381
O  -2.56  1.54  -2.12  -0.5211
H  1.98  0.24  0.57  0.1911
H  2.70  -0.91  -0.38  0.2230
H  1.87  -1.27  1.24  0.2251
H  0.05  -1.99  -0.51  0.2425
H  0.70  -0.52  -1.73  0.2148
H  -1.19  -0.47  0.53  0.1716
H  -1.41  -0.14  -1.10  0.2350
H  0.31  1.83  -0.38  0.1837
H  -0.14  1.29  1.13  0.2131
H  -2.70  2.13  0.48  0.2324
H  -1.36  3.36  0.57  0.2382
H  -1.38  3.08  -2.16  0.1121
O  1.51  -3.89  -0.76  -0.9461
H  1.49  -2.94  -1.00  0.4725
H  0.59  -4.14  -0.62  0.4783
O  1.91  1.80  -2.26  -0.9242
H  1.41  1.35  -1.60  0.4556
H  2.86  1.78  -1.82  0.4696
O  -1.51  -3.16  0.16  -0.9401
H  -2.21  -3.64  0.68  0.4782
H  -1.89  -2.29  0.28  0.4694
O  0.59  0.60  4.45  -0.9501
H  0.57  1.59  4.47  0.4813
H  0.38  0.22  3.63  0.4706

***

#2
This record from the OMol25 dataset describes a 6-piece molecular cluster, C6H20O5 overall. The level of theory is wB97M-V/def2-TZVPD.

* SMILES: C=C(C)/C=C/C.O.O.O.O.O
* orbital gap: 8.6 eV
* spin multiplicity: 1

Last column: natural (NBO) charge in e.
Atoms and positions in Å:
C  -1.05  1.10  -1.76  -0.4221
C  -1.28  -0.08  -1.09  -0.0536
C  -1.74  -1.34  -1.74  -0.6683
C  -0.81  -0.24  0.24  -0.2791
C  -0.65  0.78  1.14  -0.1417
C  -0.45  0.43  2.67  -0.6664
H  -1.30  1.38  -2.81  0.2061
H  -0.52  2.05  -1.26  0.1953
H  -2.62  -0.98  -2.34  0.2357
H  -1.18  -1.72  -2.61  0.2416
H  -2.00  -2.14  -0.96  0.2259
H  -0.49  -1.23  0.53  0.1935
H  -0.69  1.88  0.96  0.2429
H  -1.27  0.90  3.28  0.2220
H  0.43  0.93  3.14  0.2046
H  -0.31  -0.73  2.83  0.2238
O  -0.95  -2.93  2.23  -0.9304
H  -0.12  -2.60  1.83  0.4698
H  -1.59  -2.21  2.04  0.4732
O  1.92  -0.96  1.56  -0.9492
H  2.38  -0.13  1.57  0.4787
H  2.54  -1.36  2.21  0.4749
O  1.13  -0.24  -3.50  -0.9446
H  1.88  -0.65  -3.01  0.4738
H  0.42  -0.12  -2.98  0.4702
O  0.54  2.94  -0.13  -0.9420
H  1.44  3.33  0.01  0.4837
H  0.73  2.76  -1.08  0.4870
O  2.13  0.62  -0.56  -0.9694
H  2.04  -0.35  -0.47  0.4797
H  1.45  0.92  0.06  0.4843

***

Going by the computed energies, the most stable comes first: #1, #2.

***

#1
This record from the OMol25 dataset describes an isolated ion of composition C3H5N2O2 and charge +1. The level of theory is wB97M-V/def2-TZVPD.

* SMILES: O=C=CN/C=[NH+]\O
* total charge: +1
* orbital gap: 9.5 eV
* spin multiplicity: 1

Last column: natural (NBO) charge in e.
Atoms and positions in Å:
O  -1.11  -2.79  -3.05  -0.3376
C  -0.99  -1.95  -2.29  0.7244
C  -0.94  -1.09  -1.29  -0.4323
N  0.08  -1.34  -0.31  -0.4435
C  0.56  -0.45  0.45  0.3382
N  0.14  0.82  0.57  -0.2570
O  -0.70  1.42  -0.37  -0.5416
H  -1.33  -0.10  -1.64  0.3127
H  0.45  -2.24  -0.46  0.4475
H  1.42  -0.71  0.90  0.2357
H  0.53  1.53  1.25  0.4402
H  -1.46  1.91  -0.04  0.5133

***

#2
This record from the OMol25 dataset describes a 2-piece molecular cluster, C3H5N2O2 overall. The level of theory is wB97M-V/def2-TZVPD.

* total charge: +1
* orbital gap (spin up / spin down): 9.5 / 7.9 eV
* spin multiplicity: 1

Last column: natural (NBO) charge in e.
Atoms and positions in Å:
C  0.54  -0.61  -1.29  -0.0121
C  0.74  -0.89  0.05  -0.0897
C  -1.28  0.01  -0.18  0.2927
N  -0.79  -0.20  -1.45  -0.4630
N  -0.42  -0.42  0.74  0.0362
O  0.76  1.81  1.85  -0.4283
O  -0.53  -0.30  1.96  -0.0843
H  1.07  -0.67  -2.24  0.2728
H  1.66  -1.22  0.63  0.2939
H  -2.34  0.35  0.09  0.2871
H  -1.06  0.26  -2.29  0.4640
H  1.67  1.89  2.13  0.4307

***

#3
This record from the OMol25 dataset describes an isolated ion of composition C3H5N2O2 and charge +1. The level of theory is wB97M-V/def2-TZVPD.

* total charge: +1
* orbital gap: 9.2 eV
* spin multiplicity: 1

Last column: natural (NBO) charge in e.
Atoms and positions in Å:
C  -1.55  0.73  0.06  0.8488
C  0.30  -0.18  -0.34  -0.3624
C  -0.51  -1.20  0.39  0.1755
N  -1.76  -0.54  0.64  -0.2021
N  1.50  0.70  0.06  -0.7092
O  -1.84  1.83  -0.19  -0.3469
O  -1.62  -1.55  -0.40  -0.2448
H  0.68  -0.58  -1.28  0.2227
H  -0.25  -1.97  1.01  0.2310
H  1.32  1.32  0.86  0.4556
H  1.45  1.38  -0.81  0.4749
H  2.28  0.05  0.00  0.4567

***

Going by the computed energies, the most stable comes first: #1, #2, #3.

***

#1
This record from the OMol25 dataset describes one molecule with the formula C5H6F2. The level of theory is wB97M-V/def2-TZVPD.

* orbital gap (spin up / spin down): 9.1 / 7.5 eV
* spin multiplicity: 1

Last column: natural (NBO) charge in e.
Atoms and positions in Å:
C  0.81  0.22  0.70  0.1932
C  1.86  -0.33  1.04  -0.5160
C  -0.48  0.42  0.11  -0.4126
C  -1.42  -1.00  0.24  0.6619
C  -0.61  0.90  -1.35  -0.5978
F  -1.46  -1.30  1.57  -0.3629
F  -0.78  -2.04  -0.25  -0.3406
H  1.99  -1.43  1.27  0.2237
H  2.85  0.05  1.33  0.2399
H  -0.89  1.28  0.62  0.2527
H  -1.43  1.56  -1.55  0.2209
H  -0.68  0.07  -2.07  0.2202
H  0.26  1.58  -1.65  0.2174

***

#2
This record from the OMol25 dataset describes one molecule with the formula C5H6F2. The level of theory is wB97M-V/def2-TZVPD.

* SMILES: C[C@@H]1CC1=C(F)F
* orbital gap: 10.4 eV
* spin multiplicity: 1

Last column: natural (NBO) charge in e.
Atoms and positions in Å:
C  0.55  1.04  -1.25  -0.6393
C  -0.23  0.82  0.07  -0.1978
C  0.43  0.15  1.31  -0.4276
C  -0.67  -0.51  0.62  -0.2107
C  -0.85  -1.71  0.13  0.7496
F  -1.61  -2.00  -0.99  -0.3225
F  -0.62  -2.80  0.85  -0.3045
H  0.97  0.14  -1.76  0.2203
H  1.36  1.73  -0.95  0.2268
H  -0.14  1.23  -2.11  0.2302
H  -0.89  1.66  0.30  0.2235
H  0.29  0.61  2.32  0.2214
H  1.39  -0.37  1.46  0.2307

***

Going by the computed energies, the most stable comes first: #2, #1.